The following is a DFT calculation (ωB97M-V/def2-TZVPD) of C29H26ClN4O2PtSSi2 as an isolated structure.

For the LUMO energy, the calculation gives 1.3 eV. As for the charge: -1. As for the total energy: -3047.12868 Eh. The value obtained for the HOMO-LUMO gap is 0.1878 hartree.

CARTESIAN COORDINATES (ANGSTROEM)
1 Pt 0.51794 -0.35469 -0.46251
2 S -4.36770 5.70291 -0.44094
3 N -2.89828 5.51151 -1.09088
4 C -2.50848 4.28971 -0.79821
5 C -1.23775 3.69286 -1.17486
6 C -0.25976 4.39321 -1.87848
7 C 0.92032 3.76602 -2.18518
8 C 1.09235 2.44498 -1.78576
9 N 0.16765 1.76396 -1.12727
10 C -0.99789 2.36412 -0.81360
11 C -2.01603 1.58891 -0.06746
12 N -1.74790 0.31649 0.19437
13 C -2.57644 -0.39038 0.93424
14 C -3.76854 0.13151 1.43824
15 C -4.09872 1.42575 1.11913
16 C -3.21210 2.17957 0.35031
17 C -3.46809 3.55493 -0.03824
18 N -4.55809 4.24233 0.23023
19 H -0.45099 5.41939 -2.16646
20 H 1.70552 4.27446 -2.72625
21 H 2.00477 1.90394 -2.00021
22 H -2.28353 -1.41822 1.12215
23 H -4.41400 -0.47904 2.05589
24 H -5.02684 1.87331 1.45154
25 C 3.00615 -2.91445 0.05198
26 Si 1.15669 -2.50354 0.07398
27 C 0.52763 -3.13772 1.75614
28 C 0.43556 -3.68917 -1.24104
29 C 0.41994 -5.08337 -1.10301
30 C -0.13122 -5.89924 -2.08367
31 C -0.68687 -5.32449 -3.22340
32 C -0.66768 -3.94365 -3.37606
33 C -0.10354 -3.11448 -2.39853
34 Si -0.02991 -1.21602 -2.52170
35 C 1.01096 -0.80638 -4.05357
36 C -1.79953 -0.71688 -3.02826
37 H 3.16220 -3.98368 0.24524
38 H 3.54726 -2.34117 0.81139
39 H 3.43578 -2.67601 -0.92392
40 H 1.24952 -3.80648 2.23713
41 H -0.41746 -3.68083 1.64438
42 H 0.35762 -2.29043 2.42851
43 H 0.84552 -5.53765 -0.21052
44 H -0.13025 -6.97756 -1.96457
45 H -1.14148 -5.95147 -3.98365
46 H -1.11003 -3.50419 -4.26761
47 H 0.62832 -1.34927 -4.92621
48 H 2.05868 -1.08072 -3.91194
49 H 0.96526 0.26565 -4.28063
50 H -2.07321 -1.14429 -3.99976
51 H -1.90644 0.37334 -3.10298
52 H -2.51649 -1.07662 -2.28497
53 Cl 3.20612 3.04599 7.38312
54 C 2.80060 2.44452 5.79036
55 C 1.66355 1.67098 5.62730
56 C 1.36099 1.18434 4.36278
57 C 2.18634 1.45816 3.27640
58 C 3.31119 2.24797 3.46476
59 C 3.62479 2.74897 4.72118
60 C 1.86322 0.88864 1.90032
61 O 2.71110 1.01639 1.01652
62 O 0.71592 0.33823 1.80085
63 H 1.02807 1.45787 6.47656
64 H 0.47960 0.58152 4.19233
65 H 3.94012 2.46005 2.60992
66 H 4.49801 3.36960 4.87507

Atom charges from the Mulliken analysis, given in e for atoms 1 to 4:
1 Pt 1.23
2 S 0.09
3 N -0.70
4 C 1.02